1.
{"formula": "C3H8N4", "method": "the ωB97M-V functional and the def2-TZVPD basis", "elements": ["H", "H", "H", "N", "H", "N", "C", "N", "H", "H", "H", "H", "C", "N", "C"], "coordinates": [[2.032, -1.841, -0.279], [-1.083, 1.728, 0.717], [-2.604, -0.439, -0.599], [1.862, -0.931, -0.003], [0.173, -0.600, -1.395], [-1.202, 1.147, -0.403], [0.220, 0.825, -0.164], [1.237, 1.612, 0.387], [2.557, -0.622, -0.597], [-1.341, -2.198, -0.001], [2.088, 0.869, 0.420], [-0.468, -1.463, 1.474], [-0.767, -1.285, 0.396], [-1.888, -0.210, 0.194], [0.310, -0.666, -0.393]], "atomic_forces_ev_per_a": [[-0.15, -3.35, 0.30], [-1.56, -1.28, -4.28], [2.17, 0.14, 1.80], [-4.28, -1.01, 1.32], [-0.48, -1.20, -3.47], [1.77, 0.31, 7.06], [2.91, 2.33, 2.64], [-2.87, -4.76, -2.93], [1.10, 2.52, -2.15], [1.63, 0.90, 0.47], [-2.58, 2.39, 0.24], [-0.59, 0.57, -1.16], [-2.77, -0.39, -0.20], [0.04, 1.20, -1.83], [5.65, 1.62, 2.18]], "lowdin_charge": [0.0275, 0.2168, 0.1202, 0.0359, 0.1051, 0.0111, -0.4169, 0.0712, 0.0297, 0.1291, 0.0629, 0.1296, -0.1602, -0.0713, -0.2906], "relative_energy_kcal_mol": 139.74, "smiles": "[H]/N=C1/NNC[C@@H]1N", "largest_force_ev_per_a": 7.29, "e_tot_ev": -9195.5738, "e_lumo_ha": 0.0267, "homo_lumo_gap_ha": 0.369}


2.
{"formula": "C5H8FNO2", "method": "the ωB97M-V functional and the def2-TZVPD basis", "elements": ["C", "H", "C", "F", "O", "C", "H", "H", "O", "H", "H", "C", "C", "H", "H", "H", "N"], "coordinates": [[-0.994, 0.331, -1.026], [-1.269, 1.473, -1.023], [-1.820, -0.262, 0.076], [-1.624, -1.684, 0.075], [1.247, -1.729, -1.056], [1.074, -0.901, -0.174], [1.977, 1.135, -1.084], [-1.027, 1.447, 1.188], [1.703, -1.065, 0.991], [-0.582, -0.244, 2.005], [2.282, -1.902, 0.821], [0.344, 0.349, -0.103], [-0.777, 0.309, 1.075], [-2.864, -0.088, 0.035], [-0.888, 0.002, -2.157], [1.839, 1.451, 0.626], [1.380, 1.378, -0.269]], "atomic_forces_ev_per_a": [[1.95, 2.97, -2.38], [0.35, -2.02, -0.34], [2.66, -1.60, -0.35], [-0.48, 0.78, 0.11], [-0.53, 1.40, 0.26], [0.78, -2.94, -0.49], [-0.31, 0.31, 1.24], [0.39, -2.12, 0.49], [2.16, -2.45, 0.43], [-0.07, 0.40, -0.36], [-1.31, 1.92, 0.65], [-3.45, 0.03, -1.24], [0.07, 2.67, -0.49], [-0.92, 0.28, 0.58], [-0.55, 0.20, 2.54], [0.77, 0.09, -0.28], [-1.50, 0.08, -0.36]], "lowdin_charge": [-0.0688, 0.1442, -0.2670, -0.0424, 0.0994, -0.5554, 0.1132, 0.1510, 0.0788, 0.1167, 0.1848, -0.4079, -0.0174, 0.1280, 0.1564, 0.0818, 0.1044], "relative_energy_kcal_mol": 24.28, "smiles": "N[C@]1(C(=O)O)C[C@@H](F)C1", "largest_force_ev_per_a": 4.28, "e_tot_ev": -13615.7888, "e_lumo_ha": 0.0272, "homo_lumo_gap_ha": 0.384}


3.
{"formula": "C4H10NS", "method": "the ωB97M-V functional and the def2-TZVPD basis", "elements": ["C", "H", "H", "H", "C", "S", "H", "H", "N", "H", "H", "H", "H", "C", "C", "H"], "coordinates": [[-1.372, -1.091, -1.313], [1.029, 1.825, 2.392], [0.305, 1.357, -0.146], [-0.733, -3.059, -2.019], [2.033, 2.053, 2.029], [2.397, 1.147, 0.500], [-0.896, 1.557, -1.445], [-2.042, -0.713, -2.088], [-0.621, 1.143, -0.577], [-1.975, -3.187, -0.836], [2.764, 1.778, 2.800], [-0.395, -2.665, -0.308], [-0.598, -0.531, 0.577], [-0.930, -0.195, -0.398], [-1.112, -2.559, -1.124], [2.147, 3.140, 1.956]], "atomic_forces_ev_per_a": [[-0.78, 0.41, 0.77], [0.00, 0.10, 0.13], [-0.08, 0.20, -0.50], [0.31, 0.28, -0.03], [0.50, 0.06, 0.40], [0.03, 0.09, -0.18], [0.42, 0.07, -0.31], [0.63, -0.23, -0.48], [-1.34, -0.48, 1.18], [-0.09, 0.29, -0.04], [-0.24, -0.16, 0.11], [0.17, -0.14, -0.20], [0.54, -0.29, -0.14], [1.03, 0.15, -0.96], [-0.87, -0.36, 0.53], [-0.23, 0.02, -0.29]], "lowdin_charge": [-0.2117, -0.0181, -0.0746, 0.0524, -0.7243, 0.1066, 0.0606, 0.0732, -0.0036, 0.0491, -0.0259, 0.0622, 0.0980, -0.2646, -0.1623, -0.0170], "relative_energy_kcal_mol": 17.45, "largest_force_ev_per_a": 1.85, "e_tot_ev": -16635.3544, "e_lumo_ha": 0.1470, "homo_lumo_gap_ha": 0.242, "total_charge": -1}


4.
{"formula": "C8H15N3O2S", "method": "the ωB97M-V functional and the def2-TZVPD basis", "elements": ["C", "H", "C", "C", "N", "C", "H", "H", "H", "H", "N", "H", "H", "H", "H", "C", "S", "O", "H", "O", "H", "N", "C", "C", "H", "H", "H", "C", "H"], "coordinates": [[1.176, -0.780, 0.098], [2.044, 1.999, -1.613], [-3.052, -0.673, 0.049], [-4.297, 0.104, -0.265], [0.474, -2.737, 0.411], [1.707, 1.335, 1.111], [2.312, 1.003, 2.030], [-5.098, -0.594, -0.560], [3.731, -0.139, -1.267], [1.451, 0.444, -2.176], [-0.631, -2.053, 0.468], [0.610, 1.364, 1.259], [4.096, -0.530, 0.442], [-3.049, -1.293, 0.978], [0.362, 1.252, -0.991], [1.446, 1.108, -1.335], [-1.686, 0.381, 0.265], [-1.616, 0.964, 1.602], [0.462, -3.783, 0.550], [-1.672, 1.242, -0.871], [-4.734, 0.646, 0.451], [1.573, -2.016, 0.207], [2.094, 0.397, -0.127], [-0.358, -0.797, 0.209], [-4.094, 0.948, -0.985], [4.028, 1.131, -0.045], [1.925, 2.433, 1.053], [3.525, 0.158, -0.315], [-2.731, -1.515, -0.631]], "atomic_forces_ev_per_a": [[-1.74, 0.19, -0.21], [-0.79, -0.16, 0.32], [0.35, -2.39, 1.24], [0.55, -0.94, -3.56], [0.03, -1.49, 0.45], [1.30, 0.23, 0.97], [-1.32, 0.20, -1.03], [0.46, 0.38, -0.53], [0.84, -0.81, -2.64], [-0.10, -0.41, -0.68], [-1.45, -0.22, -0.43], [0.80, -0.51, 0.35], [-1.58, 0.74, -1.32], [-0.56, 0.80, -0.24], [1.88, 0.68, -1.31], [-0.50, 0.21, 0.97], [0.72, 0.03, 1.79], [-0.49, -0.44, -1.24], [0.23, 2.03, -0.23], [0.24, 0.71, -0.66], [-1.10, 1.67, 3.77], [0.25, -0.23, 0.04], [-3.46, 1.56, 1.29], [3.58, -0.91, 0.18], [-0.19, -1.46, -0.10], [-0.32, -0.68, -0.90], [0.39, -0.88, -0.74], [2.53, 0.64, 4.59], [-0.54, 1.46, -0.14]], "lowdin_charge": [-0.1909, 0.1031, -0.3306, -0.1077, -0.0744, -0.0349, 0.1086, 0.0947, 0.0443, 0.0794, 0.0452, 0.0467, 0.1239, 0.1113, 0.0662, -0.0384, 0.6657, -0.3061, 0.1918, -0.3060, 0.0273, 0.1265, -0.5583, -0.2357, 0.1012, 0.1053, 0.0923, -0.0679, 0.1176], "relative_energy_kcal_mol": 6.32, "smiles": "CCS(=O)(=O)c1n[nH]nc1C(C)(C)C", "largest_force_ev_per_a": 5.28, "e_tot_ev": -27936.8033, "e_lumo_ha": 0.0252, "homo_lumo_gap_ha": 0.384}


5.
{"formula": "C12H10BeBrF3O2", "method": "the ωB97M-V functional and the def2-TZVPD basis", "elements": ["C", "Br", "F", "H", "H", "H", "C", "C", "H", "C", "C", "C", "F", "C", "C", "C", "H", "H", "O", "O", "C", "H", "H", "F", "C", "Be", "H", "C", "H"], "coordinates": [[-1.720, 1.696, -0.787], [-0.768, 1.245, 1.929], [2.181, 0.530, 2.677], [0.841, -2.711, -0.611], [1.325, 1.376, -2.196], [-2.843, 0.125, -1.863], [-0.303, 2.077, -0.837], [-0.003, -2.307, -0.086], [-1.720, -1.161, 2.589], [0.337, 1.216, -1.807], [-1.894, 0.607, -1.667], [-0.634, 0.319, -2.311], [2.154, 2.294, 1.296], [-2.142, -1.583, 0.418], [2.770, 1.101, 1.584], [-1.299, -2.101, -0.627], [-1.585, -2.344, -1.635], [-3.180, -1.285, 0.334], [1.427, -0.112, -0.095], [3.614, -0.298, -0.154], [-1.373, -1.462, 1.621], [-2.469, 2.175, -0.175], [0.783, -1.981, 2.019], [4.097, 1.363, 1.887], [-0.034, -1.925, 1.305], [0.165, 0.458, 0.307], [0.136, 2.968, -0.390], [2.585, 0.146, 0.339], [-0.447, -0.428, -3.065]], "atomic_forces_ev_per_a": [[1.28, -0.30, -1.73], [-0.05, 1.53, 2.56], [1.04, 0.94, -0.72], [0.30, 0.06, -0.18], [0.38, -0.33, 0.16], [0.18, -0.21, 0.15], [-0.76, -0.71, -1.05], [-1.60, -0.09, 1.17], [-0.06, 0.15, 0.03], [-2.29, 1.01, -0.74], [0.80, 1.39, -0.30], [-0.25, 1.27, 0.46], [1.03, -0.86, 0.78], [0.93, -0.66, 0.64], [-0.62, -0.12, -0.24], [0.30, -0.31, 1.69], [-0.11, 0.20, -0.23], [0.03, 0.04, -0.14], [3.11, -0.06, 1.04], [0.25, 0.22, 0.30], [0.71, -2.28, -2.10], [0.06, -0.23, 0.09], [0.02, 0.08, -0.15], [-1.80, -0.24, -0.25], [-1.52, -0.12, -0.40], [-2.77, 0.91, -0.43], [-0.11, -0.39, -0.01], [1.52, -0.63, -0.52], [-0.01, -0.26, 0.11]], "lowdin_charge": [-0.2489, 0.4715, 0.0780, 0.0640, 0.0874, 0.0722, -0.2891, -0.2014, 0.0179, -0.1843, -0.1886, -0.1703, 0.0732, -0.2263, -0.4570, -0.2245, 0.0561, 0.0551, -0.0558, 0.0583, -0.3322, 0.0490, 0.0633, 0.0854, -0.2355, -0.0709, 0.0712, -0.4857, 0.0681], "relative_energy_kcal_mol": 0.09, "largest_force_ev_per_a": 3.28, "e_tot_ev": -95297.8084, "e_lumo_ha": 0.2052, "homo_lumo_gap_ha": 0.184, "total_charge": -2}


6.
{"formula": "C5H4N2O", "method": "the ωB97M-V functional and the def2-TZVPD basis", "elements": ["C", "H", "N", "H", "O", "C", "H", "C", "C", "C", "H", "N"], "coordinates": [[1.147, 0.015, -1.777], [0.596, -2.267, -1.488], [0.801, 1.096, -1.168], [-0.545, -1.354, 0.787], [-2.322, 0.585, 1.802], [0.133, 0.626, 0.005], [1.595, -0.039, -2.806], [0.000, -0.828, 0.004], [-1.139, 0.949, 1.905], [0.606, -1.224, -1.056], [-0.568, 1.061, 2.863], [-0.304, 1.379, 0.929]], "atomic_forces_ev_per_a": [[-1.09, -0.51, -0.40], [0.39, 1.35, 0.62], [0.88, -0.55, 0.01], [0.23, 0.02, -0.47], [2.92, 0.87, 0.05], [-0.50, 1.05, 0.90], [-0.25, 0.36, 1.30], [-1.30, 0.34, 2.25], [-1.82, -0.70, 1.49], [1.42, -2.37, -3.65], [-0.88, -0.26, 0.01], [0.00, 0.40, -2.10]], "lowdin_charge": [-0.0836, 0.1260, 0.1185, 0.1272, 0.0303, -0.3345, 0.1274, -0.0396, -0.3499, -0.0503, 0.1369, 0.1916], "relative_energy_kcal_mol": 33.32, "smiles": "O=C/N=C1\\C=CC=N1", "largest_force_ev_per_a": 4.58, "e_tot_ev": -10275.3173, "e_lumo_ha": -0.0477, "homo_lumo_gap_ha": 0.331}